1.
The following is a quantum chemistry calculation of 21 unconnected molecules or ions with the total composition C8H48O21S in a non-equilibrium geometry, from the Open Molecules 2025 dataset.

Summary:
Orbital gap, Ha: 0.316
Total energy, eV: -62904.0282
HOMO level, eV: -9.354
Lowest unoccupied orbital energy, eV: -0.76

Geometry as XYZ:
```
78
C8H48O21S (ωB97M-V/def2-TZVPD)
O 1.0121 0.2530 3.0931
C 0.1052 -3.0780 2.1710
C -0.0316 -1.7425 1.9736
C -0.1017 2.0022 -1.6150
C 1.0282 1.2135 -1.7363
C -0.8282 2.0247 -0.3745
C 1.5124 0.4885 -0.6283
C -0.4366 1.1820 0.6561
C 0.7622 0.4302 0.5979
S 1.3354 -0.5733 1.9401
H -0.8041 -3.7280 2.1836
H 1.0954 -3.5512 2.2005
H -1.0856 -1.3761 1.8836
H -0.4187 2.6301 -2.4224
H 1.7257 1.2750 -2.5885
H -1.6796 2.6280 -0.2758
H 2.4222 -0.0382 -0.7548
H -1.0611 1.2371 1.5891
O 1.2597 -1.6188 5.5014
H 1.2215 -0.7998 6.0943
H 1.0378 -1.3342 4.5561
O 1.4732 -6.6678 0.8054
H 0.7728 -6.7935 0.0860
H 1.0646 -6.9318 1.6926
O -4.6025 2.7950 -1.6796
H -5.0563 2.8610 -2.5815
H -4.5044 1.8152 -1.4471
O -3.9681 -0.7067 1.0105
H -3.8725 0.0381 1.6886
H -4.4895 -0.3488 0.2207
O 2.3540 -4.4962 -0.6232
H 1.5285 -4.3848 -1.1975
H 2.2290 -5.3192 -0.0480
O 1.5515 -1.1659 -4.5521
H 2.1713 -1.4868 -3.8196
H 2.1102 -0.7028 -5.2572
O 3.7997 -1.6586 -2.8031
H 3.9365 -2.0482 -1.8794
H 4.4894 -2.0650 -3.4219
O -0.6686 1.1890 4.8934
H 0.0666 0.7794 4.3318
H -0.3079 2.0342 5.3170
O -1.5892 5.2439 1.0918
H -2.2475 4.8632 1.7593
H -1.9024 4.9941 0.1627
O -2.1273 2.0975 -4.7625
H -1.7335 1.1890 -4.9707
H -2.1130 2.2248 -3.7589
O -1.6450 5.1753 -3.8312
H -1.8249 6.1662 -3.9285
H -1.5206 4.7853 -4.7565
O -2.4040 -4.7341 0.4213
H -1.7909 -4.4616 -0.3361
H -3.2425 -4.1706 0.3664
O -2.1622 -6.1508 2.6069
H -2.8538 -5.8166 3.2655
H -2.2429 -5.6032 1.7600
O 0.4127 3.8841 3.0909
H 1.1659 3.4545 2.5695
H -0.2370 4.2897 2.4297
O 1.4696 -4.7673 5.0484
H 1.5424 -4.7199 6.0565
H 1.8722 -3.9228 4.6632
O -2.5682 4.6761 -1.3353
H -2.1643 4.7258 -2.2616
H -3.2302 3.9111 -1.3207
O 3.5836 2.9126 -0.9936
H 4.1494 2.6607 -1.7937
H 2.8558 3.5413 -1.3077
O 0.9701 4.2915 -4.0336
H 1.6496 4.6021 -3.3512
H 0.1507 4.8795 -3.9526
O 4.9755 0.4954 0.5741
H 5.3012 -0.3508 0.1250
H 4.5594 1.0873 -0.1332
O -0.7344 -2.1082 -1.3712
H -1.6125 -2.2642 -1.8491
H -0.8601 -1.3410 -0.7236
```

2.
The following is a quantum chemistry calculation of a molecular structure, C8H4BF11FeN3O8S2 in a non-equilibrium geometry, from the Open Molecules 2025 dataset.

Summary:
Orbital gap (spin up / spin down), Ha: 0.332 / 0.240
Total energy, eV: -115839.1165
HOMO level (spin up / spin down), eV: -10.095 / -10.112
<S²>: 0.76
Spin multiplicity: 2
Lowest unoccupied orbital energy (spin up / spin down), eV: -1.07 / -3.58

Geometry as XYZ:
```
38
C8H4BF11FeN3O8S2 (ωB97M-V/def2-TZVPD)
Fe 0.0944 -2.7861 -0.4007
F 0.4137 -2.5641 2.7995
C 1.4375 -1.7540 2.9583
F 2.3334 -2.3010 3.7553
F 1.0486 -0.5886 3.4252
S 2.2860 -1.4825 1.2444
O 1.9212 -2.6661 0.4390
O 3.6878 -1.3334 1.5406
N -0.3633 -0.0133 -0.1874
S -1.9059 -0.0814 -0.8785
O -2.2233 -1.4204 -1.2572
O -2.0071 1.0032 -1.8053
C -2.9548 0.3590 0.5876
F -2.7596 1.6406 0.8702
F -4.2085 0.1701 0.1985
F -2.6982 -0.3774 1.6470
F -1.6640 4.9661 -0.8827
C -0.7190 4.1082 -0.5038
C -0.2115 3.2226 -1.3561
N 0.7984 2.3475 -0.9765
C 1.1635 1.2104 -1.7826
C 0.6203 -0.0863 -1.2448
O 0.9606 -1.1660 -1.6624
O -0.2020 -1.1261 0.6236
C 1.2378 2.2800 0.3329
O 2.0434 1.4377 0.6875
N 0.7041 3.2208 1.1752
C -0.2999 4.1581 0.8966
O -0.7364 4.8875 1.7474
H -0.5548 3.1651 -2.3782
H 2.2469 1.1065 -1.8236
H 0.7812 1.3365 -2.7959
H 1.0172 3.1748 2.1351
F -0.4538 -4.8522 -0.0386
B -0.2692 -4.9039 -1.4838
F 1.0370 -4.3527 -1.6287
F -0.4819 -6.0990 -2.0398
F -1.1197 -3.8405 -1.9373
```

3.
The following is a quantum chemistry calculation of a molecular structure, C8H4Cl6O9P2Ti, from the Open Molecules 2025 dataset.

Summary:
Orbital gap, Ha: 0.289
Total energy, eV: -143630.7245
Total charge: -2
HOMO level, eV: -3.690
Energy above the lowest of the compared OMol25 structures with the same formula, charge and spin, eV: 0.417
Lowest unoccupied orbital energy, eV: 4.18

Geometry as XYZ:
```
30
C8H4Cl6O9P2Ti (ωB97M-V/def2-TZVPD)
Ti -0.9666 0.7776 0.2002
Cl 0.7554 -3.4605 3.7338
C 1.1901 -1.9313 3.0206
C 0.2876 -1.3075 2.1756
C 0.5627 -0.0795 1.5682
Cl -1.0688 2.6771 1.3883
C 1.8159 0.4655 1.8382
Cl 2.2870 1.9564 1.0704
C 2.7335 -0.1403 2.6976
Cl 4.2748 0.5996 3.0281
C 2.4187 -1.3528 3.3034
Cl 3.5410 -2.1197 4.3818
O -1.4816 0.2335 -3.3977
P -2.6142 0.3264 -2.2464
O -3.9469 0.4067 -2.8608
O -2.1146 1.4442 -1.3166
O -2.2981 -1.0072 -1.4034
P -2.9136 -1.4986 0.0726
O -2.2491 -2.7762 0.4002
O -4.3676 -1.2718 0.1264
O -2.1503 -0.2947 0.9464
H -1.8704 -0.2017 -4.1630
H -0.6489 -1.8152 1.9728
Cl 0.5929 3.3304 -1.7096
C 1.3938 2.0244 -2.6207
C 1.1690 0.5914 -2.1225
O 1.7636 -0.2749 -2.7318
O 0.4047 0.4174 -1.1055
H 2.4633 2.2145 -2.6008
H 1.0365 2.0667 -3.6458
```

4.
The following is a quantum chemistry calculation of a molecular structure, C8H4CoINS8Sb, from the Open Molecules 2025 dataset.

Summary:
Orbital gap (spin up / spin down), Ha: 0.239 / 0.202
Total energy, eV: -148802.3224
Total charge: -1
HOMO level (spin up / spin down), eV: -4.647 / -4.936
<S²>: 8.79
Energy above the lowest of the compared OMol25 structures with the same formula, charge and spin, eV: 0.330
Spin multiplicity: 6
Lowest unoccupied orbital energy (spin up / spin down), eV: 1.85 / 0.56

Geometry as XYZ:
```
24
C8H4CoINS8Sb (ωB97M-V/def2-TZVPD)
Co -0.8055 1.5269 -0.4478
S 4.7568 1.1747 4.3887
C 3.5630 1.3668 3.2799
S 1.9022 1.5775 3.6951
C 1.2010 1.5495 2.0962
C 2.1340 1.3820 1.0483
S 1.7834 1.3065 -0.5751
S 3.7982 1.2280 1.5801
S -0.4614 1.6874 1.9355
S -3.5387 3.9549 -3.5544
Sb -3.0113 3.6956 -1.2787
S -3.0659 1.3360 -0.8980
S -0.6273 3.7047 -1.2643
I -0.7946 -4.1294 1.7953
C -0.7301 -2.9032 0.1215
C -0.7090 -3.4417 -1.1528
C -0.6634 -2.5723 -2.2299
C -0.6423 -1.2109 -1.9869
N -0.6568 -0.7012 -0.7595
C -0.7064 -1.5242 0.2860
H -0.7280 -4.5134 -1.3023
H -0.6500 -2.9408 -3.2466
H -0.6220 -0.4910 -2.7970
H -0.7260 -1.0623 1.2666
```

5.
The following is a quantum chemistry calculation of a molecular structure, C8H4F15NaO18S5 in a non-equilibrium geometry, from the Open Molecules 2025 dataset.

Summary:
Orbital gap, Ha: 0.244
Total energy, eV: -144572.3118
Total charge: -4
HOMO level, eV: 0.639
Energy above the lowest of the compared OMol25 structures with the same formula, charge and spin, eV: 0.893
Lowest unoccupied orbital energy, eV: 7.28

Geometry as XYZ:
```
51
C8H4F15NaO18S5 (ωB97M-V/def2-TZVPD)
Na -0.6704 -0.2494 -0.3957
C -4.8281 -0.3964 1.4087
F -4.0148 -1.3810 1.7902
F -5.2995 -0.7430 0.1849
F -5.8892 -0.3693 2.2494
S -3.9491 1.2312 1.3711
O -3.0054 1.1214 0.2822
O -5.0546 2.1612 1.1378
O -3.4319 1.2769 2.7187
C -4.1473 -2.6366 -2.6175
F -4.2850 -3.1463 -3.8757
F -5.1858 -1.8160 -2.4153
F -4.2937 -3.6895 -1.7817
S -2.4679 -1.8258 -2.4090
O -2.7424 -0.4360 -2.6668
O -2.0887 -2.1206 -1.0401
O -1.6660 -2.4902 -3.4047
C 1.5579 -1.3929 3.2560
F 2.1435 -0.4621 4.0630
F 2.3120 -1.5091 2.1699
F 1.6100 -2.5752 3.9129
S -0.1900 -0.9570 2.8332
O -0.2466 0.4114 2.3507
O -0.5338 -1.9024 1.7918
O -0.8819 -1.1850 4.0881
C 3.6017 -2.8497 -0.9765
F 4.1791 -1.9566 -1.7912
F 4.2960 -4.0000 -1.1070
F 3.8189 -2.4316 0.2818
S 1.7799 -3.0683 -1.2829
O 1.1841 -1.8041 -0.9337
O 1.7973 -3.3833 -2.6918
O 1.4944 -4.1854 -0.4106
C 1.0034 4.3361 -1.9232
F 1.5034 3.8177 -3.0619
F 2.0468 4.6699 -1.1402
F 0.4107 5.5172 -2.2565
S -0.2556 3.1466 -1.2058
O -1.2495 3.2755 -2.2371
O 0.4563 1.8652 -1.2008
O -0.5574 3.6987 0.0832
C 2.5623 1.2341 1.1440
C 2.8227 2.7170 0.9786
O 3.6948 2.7769 -0.1374
C 4.3006 1.5652 -0.2669
O 5.1487 1.3437 -1.0755
O 3.8349 0.6969 0.6414
H 1.6804 0.7950 0.6885
H 2.5755 0.9679 2.1967
H 3.2671 3.1558 1.8744
H 1.8519 3.1816 0.8081
```

6.
The following is a quantum chemistry calculation of a gas-phase ion, C8H4F2NO2 (charge -1) in a non-equilibrium geometry, from the Open Molecules 2025 dataset.

Summary:
Orbital gap, Ha: 0.287
Total energy, eV: -19378.1595
Total charge: -1
HOMO level, eV: -4.114
Lowest unoccupied orbital energy, eV: 3.69

Geometry as XYZ:
```
17
C8H4F2NO2 (ωB97M-V/def2-TZVPD)
C 1.2914 0.6199 -0.0793
C 0.1597 1.2969 -0.2983
C 1.3574 -0.7651 0.0829
C -1.0481 0.4670 -0.2887
C -1.0496 -0.8870 -0.1025
C 0.1774 -1.5291 0.0143
C -2.4794 1.0011 -0.1857
C -3.1686 -1.4553 0.1154
N -3.3622 -0.0082 -0.2007
O -3.4406 -2.4885 -0.5067
O -2.6937 2.1810 -0.0217
F 0.2505 -2.8690 0.1310
F -4.6448 0.3307 0.3348
H 2.2215 1.2794 0.1020
H 0.1509 2.3457 -0.2062
H 2.3404 -1.1679 0.1482
H -2.8775 -1.3975 1.2244
```

Repeat the first record exactly.
The following is a quantum chemistry calculation of 21 unconnected molecules or ions with the total composition C8H48O21S in a non-equilibrium geometry, from the Open Molecules 2025 dataset.

Summary:
Orbital gap, Ha: 0.316
Total energy, eV: -62904.0282
HOMO level, eV: -9.354
Lowest unoccupied orbital energy, eV: -0.76

Geometry as XYZ:
```
78
C8H48O21S (ωB97M-V/def2-TZVPD)
O 1.0121 0.2530 3.0931
C 0.1052 -3.0780 2.1710
C -0.0316 -1.7425 1.9736
C -0.1017 2.0022 -1.6150
C 1.0282 1.2135 -1.7363
C -0.8282 2.0247 -0.3745
C 1.5124 0.4885 -0.6283
C -0.4366 1.1820 0.6561
C 0.7622 0.4302 0.5979
S 1.3354 -0.5733 1.9401
H -0.8041 -3.7280 2.1836
H 1.0954 -3.5512 2.2005
H -1.0856 -1.3761 1.8836
H -0.4187 2.6301 -2.4224
H 1.7257 1.2750 -2.5885
H -1.6796 2.6280 -0.2758
H 2.4222 -0.0382 -0.7548
H -1.0611 1.2371 1.5891
O 1.2597 -1.6188 5.5014
H 1.2215 -0.7998 6.0943
H 1.0378 -1.3342 4.5561
O 1.4732 -6.6678 0.8054
H 0.7728 -6.7935 0.0860
H 1.0646 -6.9318 1.6926
O -4.6025 2.7950 -1.6796
H -5.0563 2.8610 -2.5815
H -4.5044 1.8152 -1.4471
O -3.9681 -0.7067 1.0105
H -3.8725 0.0381 1.6886
H -4.4895 -0.3488 0.2207
O 2.3540 -4.4962 -0.6232
H 1.5285 -4.3848 -1.1975
H 2.2290 -5.3192 -0.0480
O 1.5515 -1.1659 -4.5521
H 2.1713 -1.4868 -3.8196
H 2.1102 -0.7028 -5.2572
O 3.7997 -1.6586 -2.8031
H 3.9365 -2.0482 -1.8794
H 4.4894 -2.0650 -3.4219
O -0.6686 1.1890 4.8934
H 0.0666 0.7794 4.3318
H -0.3079 2.0342 5.3170
O -1.5892 5.2439 1.0918
H -2.2475 4.8632 1.7593
H -1.9024 4.9941 0.1627
O -2.1273 2.0975 -4.7625
H -1.7335 1.1890 -4.9707
H -2.1130 2.2248 -3.7589
O -1.6450 5.1753 -3.8312
H -1.8249 6.1662 -3.9285
H -1.5206 4.7853 -4.7565
O -2.4040 -4.7341 0.4213
H -1.7909 -4.4616 -0.3361
H -3.2425 -4.1706 0.3664
O -2.1622 -6.1508 2.6069
H -2.8538 -5.8166 3.2655
H -2.2429 -5.6032 1.7600
O 0.4127 3.8841 3.0909
H 1.1659 3.4545 2.5695
H -0.2370 4.2897 2.4297
O 1.4696 -4.7673 5.0484
H 1.5424 -4.7199 6.0565
H 1.8722 -3.9228 4.6632
O -2.5682 4.6761 -1.3353
H -2.1643 4.7258 -2.2616
H -3.2302 3.9111 -1.3207
O 3.5836 2.9126 -0.9936
H 4.1494 2.6607 -1.7937
H 2.8558 3.5413 -1.3077
O 0.9701 4.2915 -4.0336
H 1.6496 4.6021 -3.3512
H 0.1507 4.8795 -3.9526
O 4.9755 0.4954 0.5741
H 5.3012 -0.3508 0.1250
H 4.5594 1.0873 -0.1332
O -0.7344 -2.1082 -1.3712
H -1.6125 -2.2642 -1.8491
H -0.8601 -1.3410 -0.7236
```